C39H43ClGdP2Si2 as an isolated structure in a non-equilibrium geometry. Source: OMol25; level of theory: ωB97M-V with the def2-TZVPD basis set.

Geometry as XYZ:
```
88
Properties=species:S:1:pos:R:3:forces:R:3:mulliken_charge:R:1
C -1.5623 -1.5614 3.1100 -0.721 -0.101 -0.319 -0.5976
C -2.2760 -0.9474 2.0268 -0.334 -0.787 0.597 -0.5277
C -2.6845 -1.9895 1.1484 -0.100 -0.143 0.361 -0.2807
H -2.5400 0.1109 1.9425 0.158 -0.478 0.056 0.4113
C -2.1725 -3.2265 1.6410 -0.395 0.308 -0.031 -0.8306
C -1.4725 -2.9630 2.8495 -0.394 0.466 0.162 -0.9308
H -0.9910 -3.6968 3.4947 -0.180 0.184 -0.188 0.4764
H -1.2442 -1.0535 4.0181 0.170 -0.154 -0.347 1.0304
H -3.3573 -1.8619 0.3010 0.370 -0.091 0.173 0.5240
H -2.3554 -4.2133 1.2191 0.075 0.277 0.064 0.5833
Gd -0.0169 -1.8420 1.0621 1.483 2.132 1.844 0.9580
Si 0.7596 2.0228 -0.7520 -1.919 -0.365 1.443 -0.5382
C -0.4499 3.2674 -1.4068 0.142 0.173 -0.591 0.9169
C 0.0271 4.2968 -2.2361 -0.334 -0.122 -0.086 -0.5361
H 1.1071 4.3845 -2.4028 -0.455 -0.009 -0.144 0.3738
C -0.8661 5.1773 -2.8506 -0.368 -0.042 0.179 -0.6420
H -0.4933 5.9247 -3.5564 -0.178 -0.199 0.300 0.4496
C -2.2427 5.0847 -2.5703 0.461 -0.238 0.096 -0.5301
H -2.9504 5.7445 -3.0788 0.264 -0.155 0.276 0.3970
C -2.7058 4.1349 -1.6463 0.174 -0.090 -0.095 -0.9530
H -3.7645 4.0995 -1.3745 0.357 0.019 -0.167 0.4230
C -1.8154 3.2105 -1.0851 0.052 0.450 -0.463 0.0542
H -2.1770 2.4426 -0.4014 -0.031 0.250 -0.056 0.2276
C 0.2345 0.1937 -1.1895 -2.157 -0.488 -0.174 -0.1177
C -1.1278 -0.1900 -1.3194 1.268 2.467 1.722 -0.4086
H -1.9235 0.5695 -1.3198 0.372 -0.420 0.479 -0.0031
C -1.4674 -1.5406 -1.7781 -0.268 0.428 -1.468 0.2747
H -2.4962 -1.7472 -2.0789 0.299 0.027 0.426 0.5805
C -0.6059 -2.6220 -1.2860 2.107 -0.575 0.088 -0.5719
H -0.9866 -3.6172 -1.0513 0.276 0.171 -0.307 0.2987
C 0.7615 -2.2887 -1.4068 -0.927 -1.845 1.194 -1.3133
H 1.5328 -3.0496 -1.3260 -0.044 0.178 0.218 0.7289
C 1.0969 -0.9019 -1.7327 0.319 -0.505 -0.703 0.8445
H 2.1122 -0.6948 -2.0676 -0.093 -0.117 0.601 0.8349
H 0.4090 2.0731 0.6880 0.056 -0.328 -0.094 -0.3213
Si -0.1341 -1.3040 -3.0984 -0.325 1.416 -5.068 -0.0968
C 0.2589 -2.5885 -4.3858 0.334 -0.414 0.553 0.6002
C -0.4511 -2.5942 -5.5933 -0.054 -0.296 -0.213 -0.5176
H -1.1539 -1.7829 -5.8161 0.211 -0.384 0.076 0.2982
C -0.2566 -3.6235 -6.5227 0.241 -0.029 0.117 -0.6527
H -0.8196 -3.6180 -7.4601 0.192 -0.050 0.352 0.4024
C 0.6809 -4.6388 -6.2663 -0.116 0.503 0.240 -0.5077
H 0.8338 -5.4414 -6.9919 -0.055 0.280 0.275 0.3866
C 1.4505 -4.5838 -5.0951 0.058 0.056 -0.221 -0.7011
H 2.2262 -5.3307 -4.9130 -0.265 0.198 -0.085 0.4074
C 1.2501 -3.5583 -4.1695 -0.215 -0.415 -0.386 -0.3014
H 1.8807 -3.5233 -3.2765 -0.223 -0.122 -0.362 0.2568
C -0.3252 0.2579 -4.1743 -0.306 -0.598 0.727 0.1900
C -1.5848 0.7884 -4.4433 0.304 0.780 -0.358 -0.0395
H -2.4844 0.2446 -4.1626 0.020 0.149 0.048 0.4391
C -1.6865 2.0324 -5.0839 -0.311 -0.338 0.105 -0.7232
H -2.6761 2.4557 -5.2677 0.320 -0.059 -0.001 0.4323
C -0.5406 2.7212 -5.4676 0.077 0.120 0.050 -0.5162
H -0.6282 3.7078 -5.9303 0.027 -0.377 0.103 0.4395
C 0.7203 2.1680 -5.2391 -0.198 -0.365 0.169 -0.8135
H 1.6152 2.7010 -5.5459 -0.102 -0.080 0.008 0.4540
C 0.8211 0.9274 -4.5956 0.005 0.626 -0.251 -0.2509
H 1.8071 0.4942 -4.4250 -0.117 0.087 -0.002 0.3645
H 2.0890 2.5753 -0.6936 0.891 -0.351 -0.737 -0.1496
Cl 2.5427 -1.5984 0.9032 0.431 -0.255 -0.372 -0.5037
C 3.4992 -0.8981 4.0702 0.266 -0.042 -0.284 -1.2795
P 1.7411 -1.3641 3.9154 -0.774 -0.184 0.778 1.2717
C 1.7693 -3.0455 4.6576 0.209 -0.197 -0.016 -1.6256
C 1.0672 -0.3621 5.3069 -0.150 0.644 -0.077 -0.1429
C 1.2119 -0.6907 6.6566 -0.370 0.413 0.012 -0.6633
C 0.7277 0.1806 7.6416 0.146 -0.301 0.008 -0.7631
C 0.1312 1.3840 7.2844 -0.118 0.366 -0.263 -0.7287
C 0.0026 1.7463 5.9354 0.142 -0.439 0.197 -0.8354
C 0.4613 0.8747 4.9412 0.224 -0.573 0.080 -0.0491
P 0.3928 1.2464 3.1271 -0.220 0.151 0.294 2.2681
C -0.9681 2.4832 3.1154 -0.073 0.146 -0.048 -1.4449
C 1.8455 2.3703 3.0445 0.105 0.109 -0.115 -1.1240
H 3.9888 -1.1172 3.1175 0.141 0.062 0.226 0.3921
H 3.9543 -1.4837 4.8752 0.040 0.205 -0.112 0.3918
H 3.5973 0.1663 4.2990 0.009 -0.208 -0.068 0.4116
H 2.6762 -3.1542 5.2718 -0.409 -0.249 -0.097 0.4986
H 0.8715 -3.2199 5.2689 0.276 0.011 -0.232 0.3938
H 1.7972 -3.7723 3.8301 0.076 0.069 0.407 0.2855
H 1.6865 -1.6240 6.9474 -0.062 0.124 -0.005 0.4020
H 0.8255 -0.0930 8.6972 -0.035 0.145 -0.408 0.3926
H -0.2354 2.0739 8.0500 0.144 -0.316 -0.211 0.3950
H -0.4565 2.7009 5.6724 0.129 -0.301 0.131 0.3564
H -0.6379 3.4086 3.6108 -0.304 -0.198 -0.190 0.4813
H -1.2502 2.7082 2.0782 0.067 0.048 0.279 0.0716
H -1.8415 2.0696 3.6389 0.195 0.149 -0.135 0.4203
H 1.6463 3.2616 3.6516 0.164 -0.145 -0.094 0.4132
H 2.7421 1.8684 3.4193 -0.175 0.101 -0.082 0.2897
H 2.0232 2.6633 2.0057 0.030 0.048 0.216 0.3391
```
Forces are in eV/Å.

Results
**E_LUMO (spin up / spin down)**: -5.0 / -3.4 eV
**Gap between HOMO and LUMO (spin up / spin down)**: 0.1893 / 0.2479 Ha
**Spin multiplicity**: 8
**ΔE to the lowest compared entry with this formula, charge and spin**: 156.1 kJ/mol
**HOMO (spin up / spin down)**: -10.2 / -10.2 eV
**Charge**: +1
**Expectation value of S²**: 16.03